ORCA calculation (ωB97M-V/def2-TZVPD) on a 7-piece molecular cluster, C38H58ClN9O5S2Si overall.

The value obtained for the LUMO energy is 0.1 eV. The multiplicity is 1. Its SMILES is CCOCCO[Si@](CCCCS(=O)(=O)Cl)(CCSc1nnco1)CNC.c1cc[nH]c1.c1cc[nH]c1.c1cc[nH]c1.c1cc[nH]c1.c1cc[nH]c1.c1cc[nH]c1. For the HOMO-LUMO gap, the calculation gives 8.13 eV. The energy above the lowest of the compared OMol25 structures with the same formula, charge and spin is 0.0 kcal per mole.

The geometry in XYZ format:
```
114
Properties=species:S:1:pos:R:3:forces:R:3
C -2.845197 1.719833 7.554124 -0.1 -0.1 -0.2
C -3.185909 2.089475 6.108823 -0.2 0.2 0.4
O -2.075999 1.942282 5.243487 0.1 -0.2 -0.2
C -1.392251 3.148617 5.004972 -0.1 -0.1 0.4
C -0.058305 2.835713 4.391415 -0.2 -0.4 -0.2
O -0.184073 2.131195 3.157433 0.2 0.5 0.3
Si 0.844092 2.499707 1.902610 -0.1 -0.4 -0.8
C 0.415848 4.069734 0.934739 -0.2 0.0 0.6
C -0.760272 4.917536 1.479266 0.1 -0.2 -0.4
C -2.060355 4.793446 0.653799 -0.1 0.4 0.3
C -3.249536 4.194556 1.419093 0.2 0.1 0.1
S -3.543363 2.529742 0.868091 0.3 0.1 -0.4
O -4.458572 2.553994 -0.225004 -0.2 -0.1 0.1
O -2.295528 1.852077 0.716235 0.0 -0.1 0.2
Cl -4.460892 1.726485 2.489526 -0.2 -0.1 0.1
C 0.796161 1.051273 0.720431 0.3 0.1 0.1
C 1.346580 -0.239482 1.355755 0.1 0.3 -0.4
S 0.127546 -1.543045 1.570955 -0.4 -0.2 0.6
C 0.044230 -2.183730 -0.029808 0.5 0.3 0.0
N 0.965476 -2.239275 -0.930724 0.1 0.2 0.3
N 0.376293 -2.826201 -2.027401 0.0 -0.2 -0.7
C -0.832308 -3.087620 -1.706212 0.2 0.1 -0.1
O -1.126736 -2.698939 -0.446414 -0.5 -0.2 0.0
C 2.634220 2.624075 2.537467 0.0 -0.3 0.1
N 2.915402 2.056817 3.864006 0.0 0.0 0.0
C 3.240228 3.005982 4.912167 0.2 0.2 0.0
H -3.162631 0.705942 7.782177 0.0 -0.1 0.0
H -1.770635 1.770542 7.714901 0.1 0.1 0.0
H -3.333695 2.394027 8.252666 0.0 0.0 0.1
H -3.556416 3.117406 6.079282 0.1 0.1 -0.1
H -3.995132 1.465160 5.736732 0.0 -0.1 -0.1
H -1.194363 3.662106 5.955400 0.0 0.1 0.0
H -1.998144 3.825179 4.394199 0.0 0.0 -0.2
H 0.465568 2.195274 5.104637 0.1 0.1 0.0
H 0.518619 3.757589 4.277295 0.0 0.1 0.0
H 0.214093 3.786159 -0.096141 0.0 0.0 -0.1
H 1.315652 4.686068 0.921926 0.1 0.0 -0.1
H -0.460108 5.962985 1.480583 0.0 0.1 0.0
H -0.975578 4.665426 2.515561 0.0 0.0 0.1
H -1.882400 4.231255 -0.257982 0.0 0.0 -0.1
H -2.362053 5.792326 0.346171 -0.1 0.0 -0.1
H -3.055648 4.153487 2.486229 0.0 -0.1 0.1
H -4.175110 4.737983 1.256206 -0.1 -0.1 -0.1
H 1.439279 1.338898 -0.116487 0.1 0.0 -0.1
H -0.195645 0.920728 0.299137 -0.1 -0.1 0.1
H 1.721380 -0.050966 2.360660 0.0 -0.2 0.2
H 2.177684 -0.635428 0.780270 0.1 -0.1 0.0
H -1.573848 -3.541990 -2.335245 -0.3 -0.1 0.2
H 2.951885 3.667282 2.488866 0.0 0.1 0.2
H 3.260264 2.104789 1.802492 0.0 0.1 -0.2
H 2.184058 1.431926 4.165260 0.0 0.0 0.0
H 2.852005 4.011024 4.714145 -0.1 0.1 0.0
H 2.839188 2.691197 5.873645 0.0 -0.1 0.0
H 4.320557 3.105620 5.040021 0.1 0.0 0.0
N 0.929778 -0.262576 6.273376 0.1 0.0 -0.1
C 1.616304 0.463899 7.208537 0.0 0.0 0.0
C 2.519309 -0.374065 7.811141 0.0 0.0 0.0
C 2.370526 -1.658485 7.213046 0.1 0.1 0.0
C 1.388640 -1.551266 6.265809 -0.1 0.0 -0.1
H 0.194966 0.092255 5.684600 -0.1 0.0 0.0
H 1.400307 1.506405 7.371655 0.0 0.0 0.1
H 3.204309 -0.100380 8.596279 0.0 0.0 0.0
H 2.922051 -2.552865 7.450502 0.0 0.0 0.0
H 0.975515 -2.279790 5.589680 0.0 0.0 0.0
N -1.119937 -2.503776 -5.306047 -0.1 0.0 0.0
C -0.981979 -1.387453 -6.080735 0.0 0.0 0.0
C -1.652816 -1.604556 -7.254454 -0.1 0.0 0.0
C -2.220736 -2.906049 -7.179063 -0.1 0.0 -0.1
C -1.873593 -3.434401 -5.964424 0.0 0.0 0.1
H -0.720266 -2.620718 -4.391878 0.2 0.0 0.0
H -0.418870 -0.538837 -5.733864 0.0 0.0 0.0
H -1.724460 -0.909200 -8.074520 0.0 0.0 0.0
H -2.808599 -3.406216 -7.931677 0.1 -0.1 0.0
H -2.096431 -4.388198 -5.517753 0.0 0.0 0.0
N 5.306134 -1.192312 5.261744 0.0 0.0 0.0
C 5.448684 -0.650572 4.014400 0.0 0.0 0.0
C 6.484321 -1.300393 3.392421 0.0 0.0 0.0
C 6.986065 -2.269775 4.303429 0.0 0.0 0.0
C 6.236525 -2.177806 5.445848 -0.1 0.0 0.0
H 4.617367 -0.913168 5.939900 -0.1 0.0 0.0
H 4.800944 0.143619 3.678810 0.0 0.0 0.0
H 6.840167 -1.106521 2.393910 0.0 0.0 0.0
H 7.799135 -2.956386 4.137174 0.0 0.0 0.0
H 6.284954 -2.729838 6.368819 0.0 0.0 0.0
N -4.732524 -2.295677 -9.781905 0.0 0.0 0.0
C -5.006074 -1.525803 -10.877982 0.0 0.0 0.0
C -6.015269 -2.134247 -11.575783 0.0 0.0 0.0
C -6.363786 -3.318612 -10.870228 0.0 0.0 0.0
C -5.555723 -3.386090 -9.767372 0.0 0.0 0.0
H -4.034134 -2.094125 -9.090633 0.0 0.1 0.0
H -4.461923 -0.616986 -11.067984 0.0 0.0 0.0
H -6.453934 -1.773305 -12.490598 0.0 0.0 0.0
H -7.118759 -4.036704 -11.142321 0.0 0.0 0.0
H -5.492545 -4.115872 -8.979820 0.0 0.0 0.0
N -5.255156 -6.909716 -8.292144 0.0 0.0 0.0
C -3.977925 -7.391659 -8.391972 0.0 0.0 0.0
C -3.950254 -8.291012 -9.422746 0.0 0.0 0.0
C -5.262445 -8.352145 -9.967475 0.0 0.0 0.0
C -6.043350 -7.487828 -9.249591 0.0 0.0 0.0
H -5.566643 -6.236192 -7.618157 0.0 0.0 0.0
H -3.202305 -7.053904 -7.726416 0.0 0.0 0.0
H -3.086348 -8.842620 -9.752526 0.0 0.0 0.0
H -5.592416 -8.959443 -10.793092 0.0 0.0 0.0
H -7.085499 -7.234277 -9.338562 0.0 0.0 0.0
N 6.014939 3.719584 1.273256 0.0 0.0 0.0
C 6.190882 4.425368 0.113616 0.0 0.0 0.0
C 7.199688 3.825694 -0.590552 0.0 0.0 0.0
C 7.648704 2.714486 0.175434 0.0 0.0 0.0
C 6.898017 2.675469 1.319291 0.0 0.0 0.0
H 5.341620 3.933367 1.984496 0.0 0.0 0.0
H 5.586436 5.287444 -0.110436 0.0 0.0 0.0
H 7.575009 4.145872 -1.547760 0.0 0.0 0.0
H 8.432615 2.023795 -0.085074 0.0 0.0 0.0
H 6.915182 1.998323 2.156936 0.0 0.0 0.0
```
Forces are in eV/Å.

Here are the Löwdin charges for atoms 1 to 5, given in e: atom 1 (C): -0.056, atom 2 (C): -0.272, atom 3 (O): -0.156, atom 4 (C): -0.207, atom 5 (C): -0.229